# 1
A structure of composition C26H53N3O6PdS4, computed with the ωB97M-V functional and the def2-TZVPD basis.

Calculated values
Energy relative to the best compared isomer or geometry (same formula, charge and spin) = 0.0 kcal/mol
Frontier orbital gap (alpha / beta) = 7.37 / 5.89 eV
Lowest unoccupied orbital energy (alpha / beta) = -0.2 / -1.7 eV
2S+1 = 3
HOMO level (alpha / beta) = -0.28013 / -0.28013 Ha
⟨S²⟩ = 2.010

Cartesian coordinates (Å):
Pd (2.5849, -2.7046, 0.7128)
C (-0.3174, -3.3691, 3.8474)
C (0.4835, -4.3482, 2.9296)
C (-0.5282, -5.0617, 2.0367)
O (1.5410, -3.7911, 2.2711)
H (0.1342, -2.8533, 4.6951)
H (-1.2204, -3.8172, 4.2742)
H (-0.7494, -2.5515, 3.2501)
H (0.7828, -5.0781, 3.6944)
H (-0.7622, -4.4624, 1.1511)
H (-1.4604, -5.2507, 2.5606)
H (-0.0378, -5.9678, 1.6723)
C (-0.2633, -0.9529, 0.1447)
C (0.9694, -0.0945, -0.2192)
C (0.7425, 1.3207, 0.2587)
O (2.1283, -0.6253, 0.3724)
H (-1.2057, -0.4259, -0.0054)
H (-0.1611, -1.2412, 1.1946)
H (-0.2038, -1.8894, -0.4138)
H (1.1076, -0.0769, -1.3085)
H (0.1757, 1.3429, 1.1949)
H (0.0685, 1.8165, -0.4469)
H (1.6144, 1.9611, 0.3651)
C (0.8794, 5.3089, -0.7780)
S (0.2538, 4.5895, 0.7838)
O (0.8446, 5.4491, 1.8428)
C (-1.5097, 5.0037, 0.4661)
H (1.8936, 4.9320, -0.8974)
H (0.7389, 6.3725, -0.6068)
H (0.3337, 4.9164, -1.6373)
H (-1.9733, 5.5864, 1.2607)
H (-2.0680, 4.0648, 0.4242)
H (-1.6458, 5.4980, -0.4946)
C (0.1086, -5.5117, -2.4287)
S (0.3428, -3.8652, -1.6197)
O (1.7329, -3.7392, -1.0271)
C (0.6455, -3.0231, -3.2203)
H (-0.8266, -5.3406, -2.9611)
H (-0.1070, -6.2549, -1.6602)
H (0.9743, -5.8274, -3.0012)
H (0.9493, -2.0477, -2.8378)
H (-0.2987, -2.9259, -3.7487)
H (1.4832, -3.5441, -3.6689)
C (-3.2684, -0.0273, 2.2650)
S (-4.4177, 1.0262, 1.2946)
O (-3.6046, 2.0672, 0.5590)
C (-4.7062, -0.1804, -0.0730)
H (-3.9153, -0.6305, 2.9172)
H (-2.6307, 0.4821, 2.9843)
H (-2.7083, -0.7843, 1.7179)
H (-5.0920, -1.1108, 0.3437)
H (-3.7660, -0.2393, -0.6099)
H (-5.5121, 0.2914, -0.6310)
C (0.3090, 0.0048, 4.9258)
S (1.7059, 1.0052, 5.4361)
O (2.6929, 0.1423, 6.1692)
C (2.4370, 1.1294, 3.7686)
H (0.4525, -0.6498, 4.0670)
H (-0.4259, 0.7245, 4.5479)
H (-0.0416, -0.5257, 5.8073)
H (3.3839, 1.6549, 3.8298)
H (1.7250, 1.7858, 3.2508)
H (2.4334, 0.1817, 3.2371)
N (-2.2606, 2.4951, -3.2038)
C (-1.6069, 2.8414, -4.3476)
C (-0.2792, 3.0625, -3.9779)
C (-0.1624, 2.7925, -2.6072)
C (-1.4285, 2.4934, -2.1372)
H (-3.2439, 2.2955, -3.1824)
H (-2.1374, 2.9270, -5.2794)
H (0.5187, 3.4649, -4.5816)
H (0.8180, 2.6926, -2.1683)
H (-1.7326, 2.1812, -1.1499)
N (4.2419, 1.3742, 0.5563)
C (4.5675, 2.5580, 1.1812)
C (5.8894, 2.8314, 0.8970)
C (6.3796, 1.7900, 0.0818)
C (5.3612, 0.9160, -0.0832)
H (3.3849, 0.8331, 0.6155)
H (3.8815, 3.1653, 1.7490)
H (6.4836, 3.6247, 1.3227)
H (7.3947, 1.6742, -0.2611)
H (5.2977, -0.0569, -0.5493)
N (-3.2663, -2.1792, -3.4692)
C (-2.4503, -1.5531, -2.5376)
C (-1.7074, -0.6416, -3.2723)
C (-2.0062, -0.7862, -4.6420)
C (-2.9781, -1.7382, -4.7268)
H (-3.7591, -3.0330, -3.2750)
H (-2.5384, -1.6174, -1.4672)
H (-1.0091, 0.0355, -2.8046)
H (-1.4346, -0.1552, -5.3046)
H (-3.4434, -2.1561, -5.6045)

=====

# 2
A structure of composition C26H54BBrN2O2S, computed with the ωB97M-V functional and the def2-TZVPD basis.

Calculated values
Frontier orbital gap = 6.52 eV
Lowest unoccupied orbital energy = 0.1 eV
HOMO level = -0.23700 Ha

Cartesian coordinates (Å):
C (-3.0270, -6.9417, 3.6297)
C (-3.0060, -6.0016, 2.4069)
C (-3.5579, -6.7722, 1.1960)
C (-3.0733, -6.2130, -0.1514)
C (-1.5824, -6.5748, -0.4023)
C (-0.7364, -5.3033, -0.5006)
C (0.7727, -5.5704, -0.6979)
C (1.6574, -4.4905, -0.0471)
C (2.5551, -3.7066, -1.0379)
C (2.3088, -2.1928, -0.9586)
C (3.4333, -1.3805, -1.6319)
C (2.9873, -0.1241, -2.4119)
C (1.7767, 0.5710, -1.7838)
C (1.6559, 2.0761, -2.1549)
C (0.8977, 2.7880, -0.9560)
C (1.7186, 3.6417, 0.1257)
B (3.1258, 3.0021, 0.4650)
O (4.2532, 3.3569, -0.2694)
O (3.2498, 2.0977, 1.4832)
C (4.5203, 1.4600, 1.6182)
C (1.7568, 5.1739, -0.2214)
C (0.3438, 5.7279, -0.2558)
N (-0.7273, 4.6750, -0.4360)
C (-1.9962, 5.3993, -0.7843)
S (-3.2758, 5.1527, 0.4890)
C (-2.4532, 5.7988, 1.9844)
C (-2.9511, 5.0799, 3.2456)
C (-0.2978, 3.6438, -1.4594)
C (-1.4329, 2.6963, -1.8958)
C (-2.4096, 2.2286, -0.8395)
C (-1.9764, 1.6221, 0.4815)
N (-3.6445, 2.3337, -1.1319)
H (-2.8966, -6.3990, 4.5622)
H (-3.9664, -7.4945, 3.6072)
H (-2.2307, -7.6715, 3.4808)
H (-1.9778, -5.7315, 2.1627)
H (-3.6174, -5.1220, 2.6053)
H (-4.6491, -6.7947, 1.2530)
H (-3.2180, -7.8101, 1.2604)
H (-3.2236, -5.1320, -0.1706)
H (-3.6992, -6.6743, -0.9167)
H (-1.2291, -7.1786, 0.4360)
H (-1.5661, -7.1446, -1.3309)
H (-1.0893, -4.7610, -1.3834)
H (-0.9485, -4.6869, 0.3742)
H (0.9287, -5.6431, -1.7754)
H (0.9792, -6.5696, -0.3071)
H (1.0264, -3.7857, 0.4970)
H (2.2841, -4.9696, 0.7074)
H (2.2923, -4.0482, -2.0417)
H (3.6021, -3.9583, -0.8646)
H (2.3219, -1.9516, 0.1068)
H (1.3204, -2.0162, -1.3789)
H (3.9673, -2.0559, -2.3061)
H (4.1587, -1.1103, -0.8611)
H (3.8080, 0.5929, -2.3724)
H (2.7655, -0.4166, -3.4390)
H (0.8372, 0.0445, -1.9858)
H (1.9041, 0.5034, -0.6933)
H (0.9879, 2.1311, -3.0170)
H (2.6148, 2.5627, -2.4892)
H (0.4639, 1.9622, -0.3917)
H (1.1158, 3.5801, 1.0485)
H (4.7837, 3.9720, 0.2448)
H (4.4316, 0.7245, 2.4151)
H (5.3054, 2.1672, 1.8823)
H (4.8098, 0.9454, 0.7038)
H (2.2926, 5.3909, -1.2254)
H (2.3269, 5.7087, 0.5482)
H (0.2960, 6.4138, -1.1028)
H (0.1334, 6.3055, 0.6433)
H (-0.8506, 4.1688, 0.4397)
H (-1.8112, 6.4685, -0.7859)
H (-2.3734, 5.1379, -1.7660)
H (-2.5805, 6.8789, 2.0313)
H (-1.3776, 5.6420, 1.9140)
H (-2.0831, 4.7149, 3.7967)
H (-3.5480, 4.1979, 3.0237)
H (-3.4643, 5.7540, 3.9257)
H (0.0703, 4.1701, -2.3418)
H (-1.0157, 1.8121, -2.3790)
H (-2.0272, 3.1938, -2.6619)
H (-2.7872, 1.0262, 0.8937)
H (-1.6686, 2.3899, 1.1944)
H (-1.1486, 0.9300, 0.3196)
H (-4.2165, 1.9876, -0.3627)
Br (2.5704, 4.3946, -2.8242)

=====

# 3
A structure of composition C26H54Cl3F2MgN2O13SSiTa, computed with the ωB97M-V functional and the def2-TZVPD basis.

Calculated values
Frontier orbital gap = 3.31 eV
Lowest unoccupied orbital energy = -4.5 eV
HOMO level = -0.28603 Ha

Cartesian coordinates (Å):
C (1.0120, -0.0168, -1.8990)
C (-0.4675, -0.2995, -1.2164)
N (-1.0313, 0.9348, -0.4833)
Ta (0.3967, 1.2807, 1.1509)
N (-0.4006, 3.2638, 1.6294)
C (-1.5300, 3.4983, 0.8391)
S (-3.1935, 3.7978, 0.4504)
Si (2.3327, 1.7534, 2.9032)
C (3.9690, 1.0627, 2.0799)
C (1.8437, 0.8460, 4.5300)
C (2.4484, 3.6757, 3.0713)
H (1.8726, -0.4759, -1.2406)
H (1.2573, 1.1196, -2.0553)
H (1.1185, -0.5233, -2.9693)
H (-0.3415, -1.2152, -0.4663)
H (-1.1646, -0.6790, -2.0774)
H (-0.9659, 1.6989, -1.2185)
H (1.5170, 2.1030, -0.1190)
H (1.2134, -0.3890, 0.8754)
H (-0.6891, 0.5088, 2.4317)
H (3.6080, 0.1216, 1.4434)
H (4.7371, 0.6559, 2.8633)
H (4.4826, 1.8396, 1.3587)
H (1.3387, 1.5885, 5.2978)
H (2.7683, 0.3775, 5.0818)
H (1.0785, -0.0196, 4.2799)
H (3.4867, 4.0064, 3.5386)
H (1.5289, 4.1422, 3.6520)
H (2.4148, 4.1262, 1.9836)
Mg (-2.2747, 1.9059, -1.8745)
Cl (-1.4120, -4.1283, -0.5659)
C (-3.1686, -3.8307, -0.5582)
C (-3.5002, -2.3511, -0.4466)
Cl (-3.0785, -1.6860, 1.1517)
H (-3.6064, -4.4052, 0.2640)
H (-3.5609, -4.2295, -1.4981)
H (-4.5755, -2.2000, -0.5783)
H (-2.9781, -1.7625, -1.2074)
C (-5.8413, -7.8577, -1.9659)
C (-5.2070, -6.9251, -2.9461)
O (-5.5655, -5.6464, -2.4577)
C (-5.8232, -5.7887, -1.1247)
O (-5.9963, -4.8595, -0.3536)
O (-5.8610, -7.1056, -0.7672)
H (-5.2670, -8.7791, -1.8361)
H (-6.8701, -8.1148, -2.2388)
H (-4.1149, -7.0070, -2.9548)
H (-5.5824, -7.0713, -3.9626)
F (1.2333, 0.8056, -4.0168)
O (-1.0178, 5.3049, -4.3264)
H (-1.3932, 6.0478, -4.8643)
H (-1.5140, 5.1860, -3.4769)
H (-0.0479, 5.4288, -4.1650)
O (2.0627, -2.0443, 4.6849)
C (2.0158, -2.6890, 5.7194)
O (2.1322, -4.0478, 5.7857)
C (1.9212, -4.4708, 7.1319)
C (2.2081, -3.2589, 7.9792)
C (1.7782, -2.1224, 7.0864)
H (0.8858, -4.8126, 7.2325)
H (2.5931, -5.3013, 7.3670)
H (1.6937, -3.2763, 8.9437)
H (3.2856, -3.1873, 8.1715)
H (0.7144, -1.8961, 7.1996)
H (2.3845, -1.2292, 7.2539)
C (-5.7549, 3.7377, -3.7455)
C (-6.8271, 3.3549, -4.7443)
C (-8.1423, 3.0159, -4.1106)
O (-8.7146, 2.1214, -5.0480)
C (-7.6686, 1.5127, -5.6831)
O (-7.7705, 0.5327, -6.4014)
O (-6.4884, 2.1457, -5.4048)
H (-6.0260, 4.6465, -3.2008)
H (-5.5823, 2.9315, -3.0230)
H (-4.8016, 3.9054, -4.2571)
H (-6.9350, 4.1372, -5.5049)
H (-8.7794, 3.8936, -3.9753)
H (-8.0450, 2.4946, -3.1514)
C (3.4300, -1.9068, -6.6681)
C (4.5589, -2.7084, -6.0444)
O (5.4611, -1.9124, -5.2807)
C (4.9149, -1.2386, -4.1505)
C (4.3575, -2.1823, -3.0993)
H (3.8237, -1.0478, -7.2209)
H (2.8484, -2.5324, -7.3517)
H (2.7468, -1.5201, -5.9063)
H (5.1498, -3.1627, -6.8470)
H (4.1711, -3.5337, -5.4389)
H (4.1629, -0.5088, -4.4674)
H (5.7359, -0.6658, -3.7054)
H (3.4643, -2.6999, -3.4611)
H (4.0803, -1.6296, -2.1968)
H (5.0948, -2.9477, -2.8351)
C (5.8975, 6.0671, 7.0716)
C (6.3174, 5.3386, 5.8409)
O (5.5841, 4.1365, 5.9032)
C (4.4451, 4.4508, 6.5819)
O (3.4450, 3.7528, 6.6008)
O (4.5572, 5.6484, 7.2335)
F (7.6345, 5.0368, 5.8849)
H (6.4775, 5.7772, 7.9542)
H (5.9576, 7.1524, 6.9534)
H (6.0859, 5.8632, 4.9078)
Cl (-0.1591, 7.1656, -5.5091)

=====

# 4
A cluster of 7 separate species, C26H54N2O10S in total, computed with the ωB97M-V functional and the def2-TZVPD basis.

Calculated values
Frontier orbital gap = 9.57 eV
Lowest unoccupied orbital energy = 0.5 eV
HOMO level = -0.33427 Ha

Cartesian coordinates (Å):
C (-4.8953, -0.1518, 1.7425)
C (-4.7732, -1.4154, 2.5508)
O (-5.6674, -1.8098, 3.2373)
N (-3.4966, -2.0456, 2.5425)
C (-3.3256, -2.8555, 3.7553)
C (-3.2734, -2.9025, 1.3534)
C (-3.1156, -2.2055, 0.0071)
C (-2.1019, -1.0491, -0.0204)
C (-0.8082, -1.3128, 0.7452)
O (0.1060, -1.9735, -0.1717)
S (1.4542, -2.5728, 0.5007)
O (1.8459, -1.7146, 1.6072)
O (2.3402, -2.2137, -0.8019)
C (3.7720, -2.5321, -0.6762)
N (4.5786, -1.3635, -0.7247)
H (-4.0369, 0.4997, 1.9178)
H (-4.9244, -0.3747, 0.6716)
H (-5.8245, 0.3423, 2.0271)
H (-2.2864, -3.1976, 3.7921)
H (-3.9863, -3.7320, 3.7745)
H (-3.5310, -2.2441, 4.6342)
H (-4.0767, -3.6521, 1.2962)
H (-2.3493, -3.4544, 1.5574)
H (-4.0891, -1.8699, -0.3645)
H (-2.7912, -2.9672, -0.7058)
H (-2.5387, -0.1137, 0.3431)
H (-1.8139, -0.8672, -1.0640)
H (-0.3457, -0.3957, 1.1158)
H (-0.9821, -1.9662, 1.6057)
H (3.9238, -3.0709, 0.2656)
H (4.0033, -3.2030, -1.5063)
H (4.6086, -0.9883, -1.6700)
H (4.1692, -0.6450, -0.1329)
C (2.5585, 2.3020, 2.2455)
C (3.9386, 1.9203, 1.7831)
O (4.1294, 1.3285, 0.7439)
C (5.0841, 2.3046, 2.6883)
H (1.8253, 1.9662, 1.5151)
H (2.3454, 1.8513, 3.2149)
H (2.4845, 3.3816, 2.3793)
H (4.9473, 1.8485, 3.6702)
H (5.0993, 3.3864, 2.8319)
H (6.0248, 1.9744, 2.2549)
C (-0.3782, 3.8230, 6.6358)
C (-0.0941, 4.1101, 5.1808)
O (0.8604, 3.6238, 4.6160)
C (-1.0550, 5.0302, 4.4747)
H (0.3776, 3.1523, 7.0367)
H (-0.3854, 4.7542, 7.2051)
H (-1.3660, 3.3707, 6.7409)
H (-1.0872, 6.0035, 4.9648)
H (-2.0664, 4.6218, 4.5086)
H (-0.7530, 5.1593, 3.4392)
C (-2.7082, 9.7421, 2.2234)
C (-2.0921, 8.3676, 2.3236)
O (-2.4638, 7.5614, 3.1444)
C (-0.9870, 8.0550, 1.3432)
H (-3.4872, 9.8532, 2.9732)
H (-1.9434, 10.5069, 2.3697)
H (-3.1307, 9.8905, 1.2281)
H (-0.1687, 8.7673, 1.4629)
H (-1.3564, 8.1522, 0.3208)
H (-0.6186, 7.0448, 1.5039)
C (-2.3920, -1.6315, -4.3167)
C (-2.0764, -2.9336, -3.6147)
O (-2.9161, -3.4879, -2.9438)
C (-0.6838, -3.4784, -3.7804)
H (-3.4231, -1.3456, -4.1216)
H (-1.7217, -0.8477, -3.9641)
H (-2.2367, -1.7379, -5.3923)
H (0.0387, -2.7491, -3.4066)
H (-0.4666, -3.6594, -4.8343)
H (-0.5761, -4.4117, -3.2360)
C (1.6322, -7.5864, -6.4581)
C (1.4974, -7.0781, -5.0430)
O (0.7326, -6.1868, -4.7566)
C (2.3679, -7.7411, -4.0033)
H (0.9606, -7.0378, -7.1135)
H (2.6614, -7.4679, -6.8015)
H (1.3961, -8.6512, -6.4967)
H (3.4204, -7.6273, -4.2691)
H (2.1551, -8.8109, -3.9644)
H (2.1849, -7.2948, -3.0292)
C (3.1269, 1.8078, -4.6871)
C (3.2394, 0.5265, -3.8960)
O (4.2906, -0.0666, -3.8005)
C (1.9856, 0.0205, -3.2295)
H (4.0922, 2.0660, -5.1149)
H (2.3887, 1.6916, -5.4832)
H (2.7837, 2.6147, -4.0370)
H (1.2164, -0.1630, -3.9792)
H (1.6061, 0.7679, -2.5291)
H (2.2213, -0.8880, -2.6863)

=====

# 5
A cluster of 8 separate species, C26H54N2O16 in total, computed with the ωB97M-V functional and the def2-TZVPD basis.

Calculated values
Net charge = -1
Frontier orbital gap (alpha / beta) = 2.72 / 6.23 eV
Lowest unoccupied orbital energy (alpha / beta) = 2.1 / 2.1 eV
2S+1 = 2
HOMO level (alpha / beta) = -0.02226 / -0.15134 Ha
⟨S²⟩ = 0.754

Cartesian coordinates (Å):
C (-1.1352, 3.4061, -7.5925)
N (-0.5885, 1.9986, -7.6295)
O (-0.6386, 1.3634, -8.6472)
O (-0.0956, 1.5909, -6.5755)
H (-0.4596, 4.1037, -7.0974)
H (-2.1377, 3.4014, -7.1647)
H (-1.0796, 3.6695, -8.6488)
C (0.4535, 4.3373, -0.7061)
N (1.6005, 3.3864, -0.5937)
O (2.0072, 3.2105, 0.5684)
O (2.0526, 2.8640, -1.6551)
H (0.1378, 4.5031, 0.3240)
H (-0.2670, 3.7923, -1.3159)
H (0.8152, 5.2650, -1.1496)
O (3.9955, -0.6947, -4.8741)
C (4.2811, 0.2653, -4.1186)
O (4.0469, 0.2885, -2.7742)
C (3.6678, -0.9324, -2.1138)
C (3.3082, -0.7360, -0.6670)
C (4.8675, 1.5958, -4.5998)
H (4.5333, -1.5908, -2.0401)
H (2.8615, -1.4674, -2.6155)
H (3.1102, -1.7006, -0.1998)
H (2.3976, -0.1369, -0.6627)
H (4.0709, -0.2254, -0.0791)
H (5.8911, 1.7936, -4.2815)
H (4.2547, 2.4078, -4.2084)
H (4.8523, 1.5446, -5.6884)
O (-0.8615, -1.2609, -3.0968)
C (-0.5611, -0.1227, -2.8204)
O (-0.7585, 0.4881, -1.6503)
C (-1.1432, -0.1867, -0.4491)
C (-0.3995, 0.2645, 0.8053)
C (0.2934, 0.6517, -3.7684)
H (-0.9918, -1.2594, -0.5698)
H (-2.2007, 0.0754, -0.4829)
H (-0.1911, 1.3334, 0.7584)
H (0.5997, -0.1709, 0.7910)
H (-0.8935, -0.0019, 1.7397)
H (-0.3612, 1.4332, -4.1540)
H (0.7350, 0.0211, -4.5401)
H (1.0160, 1.2446, -3.2076)
O (-2.7124, 3.3022, 0.4117)
C (-3.0817, 2.9503, 1.5709)
O (-2.8797, 3.5988, 2.7032)
C (-2.4658, 4.9995, 2.8304)
C (-3.1017, 5.9371, 1.8118)
C (-3.6052, 1.5388, 1.8266)
H (-1.3941, 5.0316, 2.6346)
H (-2.7658, 5.2021, 3.8585)
H (-2.6418, 5.8018, 0.8329)
H (-2.9199, 6.9465, 2.1809)
H (-4.1731, 5.7860, 1.6804)
H (-3.0472, 0.8342, 1.2100)
H (-4.6152, 1.4887, 1.4198)
H (-3.5254, 1.3161, 2.8907)
O (-4.1601, -1.9890, 0.4925)
C (-3.5745, -2.5934, 1.3814)
O (-3.5781, -2.3597, 2.7017)
C (-4.6713, -1.6339, 3.2317)
C (-4.6129, -1.5499, 4.7286)
C (-2.4514, -3.5808, 1.1528)
H (-5.6174, -2.0613, 2.8996)
H (-4.7120, -0.6822, 2.7020)
H (-4.8474, -2.5317, 5.1400)
H (-5.2939, -0.8012, 5.1334)
H (-3.6518, -1.2854, 5.1696)
H (-1.5436, -2.9903, 1.2771)
H (-2.4694, -3.9112, 0.1143)
H (-2.3951, -4.4520, 1.8055)
O (3.1388, -0.6926, 4.9528)
C (2.4530, -0.8396, 3.9183)
O (1.2243, -0.3860, 3.7438)
C (0.4341, 0.0861, 4.7940)
C (-0.9192, 0.6155, 4.3241)
C (3.0127, -1.5267, 2.6386)
H (1.0055, 0.7345, 5.4582)
H (0.2117, -0.7740, 5.4254)
H (-1.4710, 1.0644, 5.1499)
H (-1.4531, -0.2229, 3.8765)
H (-0.7000, 1.4550, 3.6644)
H (3.0767, -0.7032, 1.9274)
H (2.3074, -2.2809, 2.2895)
H (3.9768, -1.9764, 2.8760)
O (3.6297, -3.8799, 0.4290)
C (2.9436, -4.9356, 0.5022)
O (1.6735, -5.0288, 0.3822)
C (0.9037, -3.9942, -0.1512)
C (1.0299, -3.9461, -1.7126)
C (3.5375, -6.2980, 0.8088)
H (1.2513, -3.0573, 0.2842)
H (-0.1615, -4.1125, 0.0472)
H (2.0417, -3.6134, -1.9446)
H (0.4843, -3.1350, -2.1950)
H (0.8240, -4.8994, -2.1994)
H (4.4941, -6.2237, 0.2917)
H (2.9971, -7.0269, 0.2048)
H (3.4761, -6.5275, 1.8726)

=====

Quick rundown of total energy, same order as above: -91388.9069; -116465.9248; -126130.8781; -62127.3474; -63571.9207 eV